# 1
Formula: C37H91CuN6O15
Source: the OMol25 dataset
Level of theory: ωB97M-V/def2-TZVPD

The HOMO energy is -7.917 eV. For the energy relative to the best compared isomer or geometry (same formula, charge and spin), the calculation gives 157.5 kcal/mol. As for the spin multiplicity: 1. For the HOMO-LUMO gap, the calculation gives 8.330 eV.

The geometry in XYZ format:
```
150
Properties=species:S:1:pos:R:3:lowdin_charge:R:1
Cu 0.214 2.169 0.192 0.46
O -3.153 -0.186 0.172 0.08
C -1.996 0.527 0.386 -0.78
O -2.183 1.777 0.552 -0.04
O -0.866 0.019 0.337 -0.02
H -3.689 0.565 0.435 0.05
C -1.874 5.088 0.994 -0.05
O -0.645 4.292 1.164 -0.23
C 0.196 4.758 2.184 -0.19
C 1.422 3.790 2.255 -0.18
N 2.284 3.598 1.101 -0.09
C 3.441 2.769 1.312 -0.16
C 3.146 1.245 1.647 -0.17
O 2.164 0.695 0.816 -0.21
C 2.146 -0.666 0.611 -0.12
H -2.555 4.709 1.755 0.08
H -2.348 4.984 0.018 0.06
H -1.718 6.150 1.186 0.10
H -0.262 4.763 3.173 0.13
H 0.596 5.710 1.834 0.12
H 1.094 2.811 2.603 0.13
H 2.029 4.294 3.007 0.12
H 2.654 4.468 0.746 0.10
H 4.001 3.279 2.095 0.12
H 3.880 2.801 0.314 0.12
H 2.846 1.044 2.675 0.12
H 4.119 0.777 1.489 0.12
H 1.958 -1.290 1.485 0.09
H 3.153 -1.043 0.430 0.08
H 1.528 -0.969 -0.234 0.09
C -1.431 0.479 9.398 -0.07
O -0.464 -0.153 8.455 -0.21
C -0.955 -0.216 7.106 -0.21
C -0.097 -1.278 6.355 -0.20
N -0.466 -1.304 4.973 -0.10
C -1.773 -1.830 4.697 -0.23
C -1.946 -2.014 3.238 -0.22
O -1.167 -3.188 2.849 -0.19
C -1.132 -3.319 1.390 -0.08
H -2.368 -0.071 9.492 0.08
H -1.514 1.563 9.316 0.08
H -0.955 0.321 10.366 0.07
H -0.810 0.743 6.609 0.12
H -1.995 -0.540 7.113 0.10
H -0.149 -2.308 6.709 0.12
H 0.872 -0.808 6.185 0.12
H 0.237 -1.710 4.372 0.11
H -2.586 -1.204 5.065 0.09
H -1.780 -2.827 5.136 0.13
H -1.713 -1.140 2.628 0.11
H -3.013 -2.143 3.060 0.12
H -2.141 -3.487 1.015 0.09
H -0.625 -4.249 1.133 0.07
H -0.651 -2.449 0.942 0.06
C -3.937 1.040 4.005 -0.10
O -5.112 1.794 3.880 -0.18
C -5.057 2.851 2.958 -0.21
C -5.362 2.389 1.499 -0.17
N -5.195 3.417 0.458 -0.07
C -6.091 4.591 0.448 -0.18
C -5.931 5.231 -0.916 -0.22
O -4.603 5.586 -1.265 -0.23
C -4.165 6.875 -0.953 -0.11
H -3.118 1.736 4.189 0.09
H -3.646 0.548 3.077 0.07
H -3.991 0.255 4.759 0.08
H -4.114 3.384 3.079 0.11
H -5.870 3.489 3.306 0.12
H -6.369 2.013 1.318 0.12
H -4.653 1.574 1.358 0.07
H -4.269 3.531 0.071 0.08
H -5.663 5.277 1.179 0.11
H -7.071 4.169 0.670 0.13
H -6.627 6.065 -1.001 0.12
H -6.168 4.523 -1.710 0.13
H -4.055 6.973 0.127 0.09
H -4.786 7.564 -1.525 0.10
H -3.164 6.921 -1.383 0.06
C 3.948 5.316 -2.200 -0.11
O 2.765 6.092 -2.510 -0.19
C 1.678 5.729 -1.612 -0.16
C 0.449 6.420 -2.355 -0.15
N -0.769 5.872 -1.812 -0.10
C -1.690 5.238 -2.701 -0.21
C -1.120 3.971 -3.342 -0.16
O -0.396 3.098 -2.403 -0.20
C -0.624 1.681 -2.711 -0.08
H 3.883 4.229 -2.265 0.07
H 4.349 5.475 -1.199 0.07
H 4.730 5.573 -2.915 0.08
H 1.881 6.269 -0.687 0.11
H 1.502 4.688 -1.340 0.10
H 0.466 6.194 -3.421 0.11
H 0.317 7.500 -2.281 0.11
H -0.713 5.338 -0.956 0.06
H -2.066 5.965 -3.421 0.13
H -2.432 4.929 -1.964 0.09
H -0.497 4.231 -4.198 0.12
H -1.966 3.374 -3.683 0.11
H -1.675 1.399 -2.653 0.10
H -0.119 0.952 -2.077 0.06
H -0.096 1.330 -3.598 0.08
C 3.026 0.562 -2.787 -0.08
O 3.331 -0.742 -2.275 -0.21
C 4.485 -1.371 -2.828 -0.18
C 4.416 -2.832 -2.225 -0.15
N 3.538 -3.805 -2.965 -0.07
C 4.002 -4.193 -4.258 -0.19
C 4.847 -5.580 -4.281 -0.17
O 5.672 -5.460 -5.433 -0.22
C 6.578 -6.548 -5.632 -0.11
H 2.421 1.047 -2.021 0.07
H 2.307 0.599 -3.606 0.08
H 3.924 1.114 -3.064 0.09
H 5.434 -0.941 -2.507 0.12
H 4.409 -1.557 -3.899 0.11
H 3.820 -2.898 -1.315 0.11
H 5.410 -3.255 -2.085 0.11
H 2.673 -3.286 -3.002 0.06
H 4.591 -3.373 -4.669 0.09
H 3.259 -4.299 -5.048 0.11
H 4.246 -6.468 -4.472 0.11
H 5.451 -5.741 -3.388 0.11
H 6.172 -7.559 -5.657 0.08
H 7.348 -6.521 -4.862 0.08
H 6.979 -6.361 -6.628 0.09
C -0.605 -2.693 -2.426 -0.06
O 0.713 -3.289 -2.623 -0.24
C 0.476 -4.614 -3.228 -0.16
C 0.427 -5.446 -1.946 -0.26
N 0.450 -6.851 -2.092 -0.06
C 0.609 -7.608 -0.832 -0.17
C 0.920 -9.048 -1.158 -0.27
O -0.229 -9.664 -1.663 -0.19
C -0.131 -11.094 -1.464 -0.10
H -1.133 -3.170 -1.600 0.07
H -1.227 -2.755 -3.319 0.09
H -0.390 -1.650 -2.198 0.08
H 1.339 -4.945 -3.805 0.10
H -0.438 -4.701 -3.816 0.12
H -0.532 -5.222 -1.478 0.11
H 1.178 -5.064 -1.255 0.12
H 0.825 -7.143 -2.983 0.12
H -0.216 -7.633 -0.120 0.12
H 1.454 -7.166 -0.304 0.11
H 1.167 -9.644 -0.280 0.11
H 1.732 -9.201 -1.869 0.12
H 0.619 -11.518 -2.132 0.09
H -1.155 -11.384 -1.697 0.09
H 0.063 -11.477 -0.462 0.08
```

=====

# 2
Formula: C37H94ClF3N4O17PS
Source: the OMol25 dataset
Level of theory: ωB97M-V/def2-TZVPD

The HOMO energy is -8.676 eV. As for the spin multiplicity: 1. The charge is +1. For the HOMO-LUMO gap, the calculation gives 4.500 eV.

The geometry in XYZ format:
```
158
Properties=species:S:1:pos:R:3:lowdin_charge:R:1
C 4.132 -2.182 2.599 -0.12
C 2.532 -2.030 2.384 -0.23
C 1.997 -0.755 1.503 -0.34
C 2.444 0.546 2.387 -0.09
C 2.274 -0.729 -0.089 -0.37
P 4.124 -0.449 -0.387 0.93
O 4.824 0.955 0.261 -0.31
O 5.096 -1.862 -0.433 -0.31
C 2.021 -2.296 -0.632 -0.54
Cl 2.602 -2.572 -2.411 0.63
N 0.618 -2.797 -0.376 0.09
C -0.358 -1.707 -0.750 -0.14
N -1.692 -1.648 -0.349 0.13
C -2.289 -2.706 0.560 -0.16
C -3.770 -2.249 1.123 -0.14
C -5.032 -2.738 0.196 -0.34
C -4.632 -3.245 -1.311 -0.11
C -6.110 -1.462 0.180 -0.19
C -7.453 -1.777 -0.711 -0.17
C -7.458 -0.678 -1.951 -0.10
C -8.450 0.466 -1.999 -0.24
C -9.572 0.498 -3.230 -0.10
C -8.491 1.684 -0.868 -0.10
N 0.138 -0.594 -1.627 0.05
C 1.261 0.221 -1.019 -0.38
C 2.145 0.904 -2.265 -0.15
C 1.262 1.534 -3.489 -0.16
N 1.825 1.093 -4.820 -0.17
C 2.825 2.037 -5.412 -0.23
C 2.244 3.449 -5.998 -0.11
C 0.794 0.575 -5.779 -0.28
C 0.636 -1.087 -5.866 -0.02
O -0.052 1.272 -6.538 -0.01
S 0.437 1.656 -0.176 0.95
O -0.373 1.314 1.136 -0.35
O 1.454 2.840 0.076 -0.33
C -0.940 2.522 -1.166 -0.27
F -1.857 3.214 -0.175 0.01
F -1.830 1.621 -1.914 0.00
F -0.421 3.690 -1.972 0.00
H 4.612 -3.106 2.032 0.10
H 4.682 -1.172 2.358 0.08
H 4.324 -2.401 3.756 0.07
H 2.118 -3.083 2.028 0.10
H 2.057 -1.883 3.471 0.14
H 0.813 -0.884 1.624 0.12
H 1.457 0.914 2.953 0.11
H 2.817 1.474 1.791 0.07
H 3.220 0.345 3.239 0.10
H 4.419 1.780 -0.183 0.09
H 5.486 -2.054 -1.346 0.06
H 2.742 -3.078 -0.085 0.14
H 0.468 -3.123 0.604 0.12
H -2.299 -0.827 -0.640 0.18
H -1.580 -2.743 1.520 0.14
H -2.259 -3.791 0.108 0.14
H -3.770 -1.058 1.142 0.13
H -3.895 -2.655 2.217 0.13
H -5.564 -3.635 0.740 0.14
H -4.313 -2.338 -2.018 0.09
H -5.627 -3.675 -1.797 0.09
H -3.850 -4.122 -1.344 0.07
H -6.313 -1.213 1.308 0.12
H -5.551 -0.548 -0.296 0.11
H -7.538 -2.891 -1.068 0.11
H -8.380 -1.516 -0.042 0.09
H -6.685 -0.707 -2.855 0.10
H -10.664 0.671 -2.782 0.08
H -9.279 1.386 -3.964 0.08
H -9.490 -0.561 -3.758 0.09
H -7.540 2.400 -0.944 0.09
H -8.498 1.262 0.237 0.07
H -9.484 2.326 -1.028 0.09
H 0.328 -0.913 -2.596 0.11
H 2.848 1.775 -1.849 0.12
H 2.861 0.159 -2.809 0.08
H 1.426 2.716 -3.440 0.14
H 0.128 1.256 -3.496 0.13
H 3.365 1.487 -6.311 0.13
H 3.693 2.264 -4.625 0.13
H 1.087 3.553 -5.787 0.08
H 2.756 4.315 -5.356 0.08
H 2.513 3.679 -7.116 0.09
H 1.141 -1.617 -4.940 0.05
H -0.535 -1.276 -5.731 0.09
H 0.953 -1.524 -6.904 0.10
C 4.365 -2.396 6.764 -0.17
O 4.526 -3.243 5.641 -0.16
H 4.105 -1.393 6.417 0.08
H 3.563 -2.780 7.399 0.07
H 5.301 -2.353 7.326 0.08
H 4.757 -4.125 5.979 0.07
C 4.352 -5.345 9.145 -0.13
O 3.927 -4.835 7.895 -0.17
H 5.235 -4.791 9.473 0.09
H 3.554 -5.223 9.881 0.08
H 4.607 -6.403 9.041 0.08
H 3.143 -5.345 7.630 0.10
C 5.896 -0.756 -4.463 -0.15
O 5.921 -1.848 -3.562 -0.16
H 5.654 0.155 -3.910 0.07
H 6.877 -0.647 -4.932 0.08
H 5.133 -0.930 -5.225 0.08
H 6.138 -2.642 -4.081 0.10
C 7.652 2.686 2.233 -0.14
O 7.227 3.197 0.983 -0.14
H 8.535 3.240 2.561 0.09
H 6.854 2.809 2.969 0.08
H 7.907 1.629 2.129 0.08
H 6.443 2.686 0.718 0.05
C -6.807 1.318 -5.452 -0.16
O -7.362 0.036 -5.221 -0.16
H -6.505 1.752 -4.496 0.07
H -5.932 1.226 -6.101 0.08
H -7.556 1.961 -5.921 0.08
H -7.620 -0.323 -6.086 0.09
C -11.616 -0.129 0.298 -0.15
O -10.808 -1.170 0.814 -0.14
H -11.543 -0.129 -0.792 0.07
H -12.656 -0.294 0.591 0.08
H -11.265 0.831 0.684 0.06
H -10.893 -1.145 1.782 0.08
C 6.191 0.554 8.525 -0.17
O 7.000 -0.487 9.041 -0.14
H 6.264 0.554 7.435 0.08
H 5.152 0.389 8.819 0.07
H 6.542 1.514 8.911 0.08
H 6.915 -0.462 10.009 0.09
C 8.087 5.943 -1.212 -0.17
O 6.972 5.815 -0.349 -0.14
H 8.205 6.995 -1.485 0.08
H 8.988 5.599 -0.700 0.08
H 7.919 5.351 -2.115 0.07
H 6.892 4.872 -0.124 0.03
C 10.012 -0.179 7.059 -0.16
O 11.032 0.712 7.470 -0.13
H 9.834 -0.045 5.989 0.08
H 10.327 -1.208 7.248 0.08
H 9.093 0.039 7.608 0.05
H 11.167 0.571 8.423 0.08
C -2.953 4.271 -3.341 -0.17
O -4.260 3.841 -3.675 -0.12
H -2.691 5.128 -3.965 0.09
H -2.923 4.566 -2.289 0.07
H -2.244 3.460 -3.523 0.05
H -4.465 3.080 -3.105 0.07
C -8.953 4.304 2.072 -0.17
O -10.260 3.874 1.738 -0.14
H -8.691 5.161 1.447 0.08
H -8.923 4.599 3.123 0.08
H -8.244 3.493 1.890 0.06
H -10.465 3.113 2.307 0.08
C -1.688 -3.925 -4.583 -0.13
O -0.668 -3.034 -4.171 -0.18
H -1.866 -3.792 -5.653 0.09
H -1.373 -4.954 -4.394 0.09
H -2.607 -3.707 -4.033 0.07
H -0.533 -3.176 -3.219 0.05
```

=====

# 3
Formula: C37H99F3MnN9O12S
Source: the OMol25 dataset
Level of theory: ωB97M-V/def2-TZVPD

The HOMO energy (alpha / beta) is -10.067 / -10.067 eV. As for the spin multiplicity: 6. The charge is +1. For the HOMO-LUMO gap (alpha / beta), the calculation gives 7.296 / 6.705 eV. Its expectation value of S² is 8.754.

The geometry in XYZ format:
```
162
Properties=species:S:1:pos:R:3:mulliken_spin:R:1
Mn -7.349 -19.344 1.404 4.82
C -8.565 -23.456 3.137 0.01
F -9.685 -22.890 2.589 -0.01
F -8.602 -23.192 4.445 0.00
F -8.487 -24.755 2.993 0.00
S -7.027 -22.588 2.391 0.01
O -6.767 -23.173 1.083 0.01
O -7.488 -21.172 2.159 0.03
O -5.928 -22.857 3.361 0.01
C -8.255 -25.253 -1.890 0.00
C -7.272 -26.033 -1.048 0.00
C -7.651 -27.572 -1.207 0.00
O -9.030 -27.858 -0.717 0.00
C -9.084 -28.643 0.430 0.00
N -5.907 -25.784 -1.376 0.00
H -8.224 -25.480 -2.955 0.00
H -7.978 -24.228 -1.644 0.00
H -9.301 -25.491 -1.696 0.00
H -7.503 -25.710 -0.033 0.00
H -6.844 -28.146 -0.753 0.00
H -7.599 -27.696 -2.289 0.00
H -10.113 -28.636 0.788 0.00
H -8.536 -28.147 1.231 0.00
H -8.767 -29.678 0.302 0.00
H -5.654 -24.973 -0.829 0.00
H -5.366 -26.476 -0.879 0.00
C -10.173 -21.564 -0.364 0.00
C -9.001 -20.719 -0.810 -0.03
C -8.979 -20.547 -2.409 0.00
O -7.711 -19.875 -2.623 0.00
C -7.218 -20.014 -3.988 0.00
N -8.993 -19.450 -0.146 0.06
H -10.529 -21.551 0.667 0.00
H -9.937 -22.569 -0.714 0.00
H -11.020 -21.197 -0.944 0.00
H -8.106 -21.264 -0.511 0.02
H -9.767 -20.096 -3.012 0.00
H -8.861 -21.539 -2.845 0.00
H -7.846 -19.587 -4.769 0.00
H -7.171 -21.062 -4.284 0.00
H -6.167 -19.792 -4.172 0.00
H -9.327 -18.802 -0.844 0.01
H -9.697 -19.430 0.578 0.01
C -12.659 -24.700 1.733 0.00
C -14.133 -24.398 1.613 0.00
C -14.792 -24.072 2.990 0.00
O -16.160 -24.213 2.987 0.00
C -16.840 -23.778 4.263 0.00
N -14.388 -23.327 0.655 0.00
H -12.193 -23.773 2.068 0.00
H -12.342 -24.980 0.728 0.00
H -12.389 -25.601 2.283 0.00
H -14.577 -25.299 1.190 0.00
H -14.458 -23.061 3.222 0.00
H -14.364 -24.843 3.631 0.00
H -17.843 -24.204 4.294 0.00
H -16.987 -22.699 4.320 0.00
H -16.259 -24.045 5.145 0.00
H -15.379 -23.137 0.614 0.00
H -14.132 -23.674 -0.258 0.00
C -5.300 -18.142 5.040 0.01
C -5.530 -17.948 3.507 0.08
C -4.237 -17.293 2.774 0.00
O -4.090 -15.912 3.121 0.00
C -2.930 -15.293 2.641 0.00
N -5.667 -19.254 3.024 -0.07
H -4.951 -17.144 5.307 0.00
H -4.514 -18.872 5.232 0.00
H -6.252 -18.347 5.530 0.00
H -6.399 -17.301 3.386 -0.02
H -4.344 -17.433 1.698 0.00
H -3.400 -17.933 3.053 0.00
H -2.918 -15.500 1.572 0.00
H -2.100 -15.795 3.139 0.00
H -2.924 -14.206 2.730 0.00
H -4.866 -19.868 3.027 0.05
H -6.099 -19.618 3.861 -0.01
C -7.604 -20.719 7.001 0.00
C -7.451 -22.086 7.546 0.00
C -5.973 -22.598 7.260 0.00
O -4.847 -21.865 7.828 0.00
C -3.583 -22.594 8.081 0.00
N -7.696 -22.237 9.014 0.00
H -8.501 -20.253 7.410 0.00
H -7.624 -20.804 5.915 0.00
H -6.856 -19.997 7.327 0.00
H -8.178 -22.787 7.135 0.00
H -5.948 -22.641 6.172 0.00
H -5.883 -23.640 7.571 0.00
H -2.851 -21.822 8.319 0.00
H -3.268 -23.230 7.254 0.00
H -3.530 -23.224 8.969 0.00
H -7.340 -23.151 9.260 0.00
H -7.194 -21.608 9.624 0.00
C -1.969 -20.890 1.632 0.00
C -2.192 -21.444 3.098 0.00
C -1.113 -20.706 3.987 0.00
O 0.344 -20.953 3.854 0.00
C 0.872 -21.905 4.738 0.00
N -3.553 -21.300 3.543 0.00
H -2.665 -21.220 0.861 0.00
H -1.049 -21.287 1.202 0.00
H -1.860 -19.806 1.609 0.00
H -1.860 -22.479 3.181 0.00
H -1.530 -20.972 4.958 0.00
H -1.213 -19.639 3.791 0.00
H 1.960 -21.945 4.683 0.00
H 0.445 -22.906 4.669 0.00
H 0.675 -21.736 5.797 0.00
H -3.415 -21.202 4.539 0.00
H -4.023 -22.160 3.300 0.00
C -4.035 -19.889 -1.509 0.00
C -4.968 -19.357 -0.425 0.02
C -5.579 -18.035 -0.779 0.03
O -6.552 -17.711 0.286 -0.03
C -6.869 -16.340 0.283 0.02
N -5.985 -20.347 -0.079 0.00
H -3.677 -20.854 -1.150 0.00
H -3.182 -19.251 -1.740 0.00
H -4.497 -20.225 -2.438 0.00
H -4.356 -19.153 0.454 -0.03
H -6.048 -17.929 -1.757 0.00
H -4.747 -17.333 -0.809 0.00
H -5.981 -15.708 0.289 0.00
H -7.558 -16.025 1.067 -0.01
H -7.523 -16.178 -0.574 0.00
H -6.446 -20.436 -0.973 -0.02
H -5.543 -21.254 -0.029 0.03
C -14.209 -25.407 8.075 0.00
C -13.288 -26.595 7.788 0.00
C -12.036 -26.276 7.082 0.00
O -12.180 -25.624 5.828 0.00
C -11.052 -24.953 5.298 0.00
N -13.117 -27.352 8.966 0.00
H -13.571 -24.527 8.153 0.00
H -14.814 -25.451 8.981 0.00
H -14.990 -25.150 7.360 0.00
H -13.943 -27.266 7.232 0.00
H -11.322 -27.096 7.004 0.00
H -11.667 -25.566 7.823 0.00
H -11.276 -24.207 4.535 0.00
H -10.343 -25.694 4.929 0.00
H -10.497 -24.371 6.034 0.00
H -14.025 -27.393 9.406 0.00
H -12.739 -28.269 8.775 0.00
C -6.059 -27.377 2.351 0.00
C -4.568 -27.255 2.588 0.00
C -3.648 -27.007 1.286 0.00
O -4.263 -27.696 0.193 0.00
C -3.969 -29.079 0.084 0.00
N -4.513 -26.143 3.476 0.00
H -6.715 -27.518 3.210 0.00
H -6.184 -28.266 1.732 0.00
H -6.420 -26.580 1.702 0.00
H -4.200 -28.184 3.022 0.00
H -2.600 -27.304 1.346 0.00
H -3.766 -25.989 0.914 0.00
H -4.467 -29.294 -0.861 0.00
H -4.234 -29.747 0.904 0.00
H -2.920 -29.226 -0.172 0.00
H -5.197 -26.281 4.207 0.00
H -4.855 -25.327 2.989 0.00
```

=====

no.,E_tot (eV)
1,-124124.9047
2,-121428.5507
3,-128250.0614